# 1
C55H33F9N12OSSeTl | ωB97M-V with the def2-TZVPD basis set

HOMO-LUMO gap (eV): 4.689
Relative energy (zero: lowest compared OMol25 entry of this formula, charge and spin) (eV): 0.724
Lowest unoccupied orbital energy (eV): -5.477
Total charge: +1

Cartesian coordinates (Å):
1 Tl 0.11835 -0.38174 1.04212
2 N -3.30395 -3.49502 1.82305
3 C -2.38940 -2.59201 2.19163
4 N -1.15922 -2.59452 1.78831
5 C -0.72854 -3.57524 0.92019
6 N 0.50859 -3.62883 0.53921
7 N 1.22741 -2.52707 0.94111
8 C 2.46598 -2.69535 1.16486
9 C 3.27973 -1.56022 1.61751
10 C 4.65500 -1.66272 1.76269
11 C 5.35053 -0.56212 2.24089
12 C 4.64469 0.57756 2.58892
13 C 3.26642 0.58359 2.42630
14 N 2.60608 -0.45417 1.93008
15 C -1.69432 -4.53289 0.39290
16 C -1.37383 -5.45527 -0.60671
17 C -2.34284 -6.30436 -1.09435
18 C -3.64498 -6.24356 -0.59170
19 C -3.98372 -5.33202 0.38653
20 C -3.00271 -4.47164 0.87122
21 H -4.23910 -3.42933 2.19308
22 H -2.70923 -1.80634 2.87120
23 H 2.91166 -3.68149 1.06270
24 H 5.16225 -2.58312 1.50630
25 H 6.42556 -0.59977 2.35214
26 H 5.14699 1.44649 2.99032
27 H 2.65961 1.43142 2.72205
28 H -0.36033 -5.47652 -0.98503
29 H -2.09776 -7.01993 -1.86704
30 H -4.40116 -6.91511 -0.97568
31 H -4.99526 -5.27809 0.76948
32 S -2.66974 -2.48234 -2.55771
33 C -1.13310 -3.11038 -3.05648
34 C -0.84814 -4.06023 -4.03398
35 C 0.47554 -4.38836 -4.24390
36 C 1.49897 -3.77872 -3.50492
37 C 1.21429 -2.83900 -2.53817
38 C -0.12040 -2.50640 -2.30563
39 N -0.57142 -1.60372 -1.35706
40 C -1.85946 -1.49895 -1.37440
41 C -2.59337 -0.58425 -0.48087
42 C -3.98123 -0.47603 -0.56144
43 C -4.66021 0.44106 0.22520
44 C -3.95264 1.28360 1.06728
45 C -2.57345 1.15198 1.17983
46 C -1.89961 0.19547 0.44553
47 H -1.63529 -4.52348 -4.61344
48 H 0.72848 -5.12080 -4.99869
49 H 2.52729 -4.05003 -3.70291
50 H 1.99501 -2.35513 -1.96719
51 H -4.53464 -1.09448 -1.25976
52 H -5.73530 0.53164 0.14347
53 H -4.46670 2.05345 1.62706
54 H -2.02927 1.80826 1.84029
55 C -4.24771 4.49618 -5.31206
56 C -4.25064 3.15799 -4.58742
57 N -4.57230 3.25926 -3.16614
58 C -5.97555 3.39886 -2.76984
59 C -6.37975 4.83016 -2.44452
60 C -3.64617 3.33549 -2.18508
61 O -3.93904 3.47806 -1.00608
62 C -2.20004 3.21159 -2.57955
63 C -1.43656 4.34596 -2.80658
64 C -0.09254 4.19002 -3.10981
65 C 0.43327 2.90645 -3.15532
66 N -0.28638 1.80966 -2.92944
67 C -1.57729 1.97017 -2.65900
68 H -3.95643 4.35913 -6.35388
69 H -3.54046 5.18512 -4.84727
70 H -5.23320 4.96067 -5.29843
71 H -3.28258 2.67274 -4.69544
72 H -4.98422 2.48718 -5.03871
73 H -6.13468 2.76815 -1.89459
74 H -6.57842 2.99893 -3.58601
75 H -5.82410 5.19287 -1.58142
76 H -7.44378 4.87184 -2.20934
77 H -6.19557 5.49867 -3.28513
78 H -1.88924 5.32915 -2.74222
79 H 0.53875 5.04552 -3.31680
80 H 1.48056 2.75034 -3.39672
81 H -2.15148 1.06486 -2.48432
82 F 3.99797 5.49026 -0.23774
83 C 2.68091 5.38513 -0.14230
84 C 1.93979 6.49999 -0.06351
85 F 2.54443 7.67260 -0.07600
86 C 0.48835 6.47380 0.00460
87 C -0.07997 5.13879 0.07146
88 C 0.66675 4.03137 0.00198
89 F 0.05502 2.85386 0.09945
90 C 2.10303 4.05545 -0.16767
91 C 2.86464 2.93794 -0.35967
92 C 2.30737 1.62384 -0.49314
93 N 1.86337 0.57390 -0.64963
94 C 4.29306 2.93647 -0.47406
95 N 5.43451 2.82637 -0.53919
96 F -1.38670 5.01249 0.21147
97 C -0.27315 7.59695 0.00529
98 C -1.70858 7.57867 0.02305
99 N -2.85540 7.61994 -0.01738
100 C 0.26544 8.92603 -0.02220
101 N 0.62696 10.01568 -0.01855
102 F -2.44226 5.47205 5.10657
103 C -1.91912 4.29050 4.80945
104 C -2.69078 3.14159 4.86468
105 F -3.97101 3.22191 5.21494
106 C -2.12638 1.91828 4.54781
107 F -2.92473 0.84889 4.59618
108 C -0.79760 1.78103 4.15560
109 Se -0.05302 0.06558 3.78596
110 C -0.05788 2.95192 4.12046
111 F 1.24237 2.93331 3.75785
112 C -0.59159 4.18604 4.43930
113 F 0.17378 5.28467 4.37640

Here are the Mulliken charges for atoms 1 to 8, given in e:
1. Tl 2.015
2. N 0.175
3. C -0.778
4. N -0.281
5. C 0.080
6. N -1.323
7. N 0.773
8. C -0.929



# 2
C55H38F6O11S2 | ωB97M-V with the def2-TZVPD basis set

HOMO-LUMO gap (eV): 6.885
Lowest unoccupied orbital energy (eV): -1.335
Total charge: 0
SMILES: C#CCc1c(S(=O)(=O)C(F)(F)C(F)(F)F)cc2c(c1CCF)C(=O)c1cc(CCCCS(=O)(=O)O)cc(C=C)c1C2=O.O=C1c2ccccc2C(=O)c2ccccc21.O=C1c2ccccc2C(=O)c2ccccc21

Cartesian coordinates (Å):
1 C -2.34948 1.18586 -0.93150
2 C -2.14406 0.11303 -0.43182
3 C -1.58946 -1.13240 0.20212
4 C -0.77027 -1.89040 -0.83805
5 C -1.20896 -3.10288 -1.38564
6 S -2.74431 -3.90913 -0.94379
7 O -2.56645 -5.30076 -1.29817
8 O -3.08533 -3.77276 0.45209
9 C -4.03799 -3.16088 -2.02293
10 F -4.22187 -1.89987 -1.59290
11 F -3.63219 -3.08013 -3.28403
12 C -5.43688 -3.87515 -1.97577
13 F -5.37114 -5.14913 -1.65301
14 F -5.94807 -3.81190 -3.21157
15 F -6.28958 -3.25402 -1.18757
16 C -0.44035 -3.75942 -2.36374
17 C 0.75663 -3.21137 -2.79381
18 C 1.21233 -2.00295 -2.20476
19 C 0.47068 -1.32062 -1.22378
20 C 1.00213 -0.03002 -0.63539
21 C 2.02963 -0.21998 0.48222
22 F 1.39579 -0.49286 1.69674
23 C 2.54304 -1.49102 -2.74394
24 O 3.37561 -0.96701 -2.05422
25 C 2.70351 -1.66901 -4.23667
26 C 3.27848 -0.66779 -5.01612
27 C 3.38210 -0.82795 -6.41296
28 C 3.97223 0.28506 -7.27856
29 C 5.07211 1.11847 -6.55564
30 C 4.47030 2.35903 -5.86387
31 C 4.17209 3.51089 -6.88979
32 S 2.59564 4.25988 -6.45665
33 O 1.57410 3.23447 -6.50111
34 O 2.29644 5.37721 -7.30666
35 O 2.72235 4.80075 -4.94225
36 C 2.90882 -2.00886 -6.99292
37 C 2.32535 -3.04733 -6.21906
38 C 1.79285 -4.28030 -6.87122
39 C 2.28753 -5.55959 -6.70030
40 C 2.22766 -2.86312 -4.83659
41 C 1.59988 -3.86246 -3.87701
42 O 1.75639 -5.04835 -3.94260
43 H -2.35199 2.16940 -1.35189
44 H -2.44803 -1.68850 0.58034
45 H -0.95002 -0.82148 1.03644
46 H -0.79589 -4.68567 -2.80875
47 H 0.22754 0.64599 -0.26398
48 H 1.50892 0.51434 -1.44284
49 H 2.57460 0.72414 0.60489
50 H 2.73345 -1.03330 0.30380
51 H 3.62712 0.21977 -4.49734
52 H 3.13405 0.97565 -7.47789
53 H 4.29983 -0.08294 -8.25412
54 H 5.51355 0.51259 -5.75376
55 H 5.85642 1.39390 -7.26923
56 H 3.50838 2.11790 -5.39477
57 H 5.11416 2.75255 -5.06997
58 H 4.14750 3.13766 -7.91603
59 H 4.98263 4.23863 -6.78396
60 H 2.30734 4.15402 -4.35425
61 H 2.97057 -2.11090 -8.07320
62 H 0.95783 -4.13220 -7.57085
63 H 3.27876 -5.82011 -7.08291
64 H 1.66455 -6.31013 -6.20396
65 O -0.54063 -0.30086 6.25914
66 C 0.09539 -1.33669 6.29498
67 C -0.19473 -2.44200 5.34355
68 C -1.19177 -2.27536 4.39162
69 C -1.44788 -3.27884 3.47249
70 C -0.70774 -4.45628 3.49805
71 C 0.27648 -4.63598 4.45725
72 C 0.53299 -3.63323 5.38630
73 C 1.58046 -3.84542 6.42052
74 O 2.17757 -4.90005 6.49379
75 C 1.88519 -2.73197 7.36058
76 C 2.88535 -2.89814 8.31112
77 C 3.20162 -1.85953 9.17121
78 C 2.52033 -0.64937 9.08529
79 C 1.51361 -0.48342 8.14868
80 C 1.18838 -1.52415 7.28658
81 H -1.76440 -1.35787 4.36644
82 H -2.22198 -3.14158 2.72829
83 H -0.90171 -5.23348 2.76980
84 H 0.84923 -5.55308 4.48226
85 H 3.41786 -3.83735 8.37454
86 H 3.98336 -1.98969 9.90839
87 H 2.77522 0.16402 9.75232
88 H 0.98208 0.45627 8.08448
89 O -3.70984 6.45357 5.78579
90 C -3.63667 5.89022 4.71271
91 C -4.18377 6.52558 3.48179
92 C -4.76387 7.78575 3.56556
93 C -5.24261 8.40406 2.42225
94 C -5.14306 7.76711 1.18916
95 C -4.58078 6.50431 1.10278
96 C -4.10472 5.87668 2.24783
97 C -3.51929 4.51315 2.14454
98 O -3.49548 3.92112 1.08425
99 C -2.95426 3.88686 3.36947
100 C -2.37067 2.62685 3.28291
101 C -1.81134 2.04425 4.40928
102 C -1.83257 2.71811 5.62646
103 C -2.42477 3.96752 5.72043
104 C -2.99193 4.55475 4.59492
105 H -4.83652 8.28283 4.52334
106 H -5.69036 9.38720 2.48895
107 H -5.50706 8.25712 0.29538
108 H -4.50814 6.00661 0.14532
109 H -2.35103 2.10547 2.33438
110 H -1.35339 1.06513 4.34199
111 H -1.38720 2.26442 6.50235
112 H -2.44350 4.48884 6.66789

Here are the Mulliken charges for atoms 1 to 8, given in e:
1. C 0.156
2. C -0.927
3. C -0.682
4. C 0.003
5. C 0.643
6. S 1.325
7. O -0.665
8. O -0.551



| no. | highest occupied orbital energy (Ha) |
| --- | --- |
| 1 | -0.3736 |
| 2 | -0.3021 |